1.
Formula: C4H5Cl3NP
Source: the Open Molecules 2025 dataset
Level of theory: ωB97M-V/def2-TZVPD

Geometry as ORCA input:
```
! wB97M-V def2-TZVPD RIJCOSX def2/J DEFGRID3
* xyz 0 1
C 2.02668 -1.56278 1.63548
C -1.49319 1.21786 -1.23039
C -1.27796 0.07618 -0.26257
C 0.10654 -0.00546 0.38001
N 2.40027 -2.44840 0.85137
P 2.95222 -0.82338 0.24083
Cl 1.32273 -1.42212 3.15958
Cl 1.29338 -0.26133 -1.02170
Cl 0.75809 1.59516 0.93898
H -1.49150 2.13618 -0.70105
H -0.73658 1.36964 -2.00018
H -2.43438 0.95764 -1.62400
H -2.06491 0.16256 0.39022
H -1.36139 -0.99174 -0.75657
*
```

Values from the calculation:
- gap between HOMO and LUMO (Eh) = 0.27673
- LUMO level (eV) = -0.19
- maximum force (Eh/bohr) = 0.087
- energy relative to the best compared isomer or geometry (same formula, charge and spin) (kJ/mol) = 338.22

***

2.
Formula: C4H5Cl4OPS
Source: the Open Molecules 2025 dataset
Level of theory: ωB97M-V/def2-TZVPD

Geometry as ORCA input:
```
! wB97M-V def2-TZVPD RIJCOSX def2/J DEFGRID3
* xyz 0 1
C 1.56556 -0.40729 -1.48946
C 0.84711 0.38198 -0.91229
C -0.03632 1.35119 1.76394
C 0.30361 2.26487 0.66851
O -2.15275 -3.70182 -0.58341
P -1.31129 -2.58244 -0.88883
S -0.20451 1.65682 -0.97471
Cl 2.48903 -1.72970 -1.82190
Cl 0.33604 -2.67519 0.22056
Cl -2.32824 -0.92927 -0.80033
Cl -0.64453 -2.52440 -2.83986
H 0.24676 1.75020 2.81781
H -1.05678 1.14572 1.66682
H 0.57788 0.39365 1.73564
H 1.32228 2.38322 0.62714
H 0.04614 3.22247 0.81036
*
```

Values from the calculation:
- gap between HOMO and LUMO (Eh) = 0.31408
- LUMO level (eV) = -0.16
- maximum force (Eh/bohr) = 0.079
- energy relative to the best compared isomer or geometry (same formula, charge and spin) (kJ/mol) = 0.00

***

3.
Formula: C4H5ClF2O
Source: the Open Molecules 2025 dataset
Level of theory: ωB97M-V/def2-TZVPD

Geometry as ORCA input:
```
! wB97M-V def2-TZVPD RIJCOSX def2/J DEFGRID3
* xyz 0 1
C 1.43518 -0.16270 -0.55241
C 0.36616 -1.39177 -0.53334
C -0.63479 -0.47090 0.28488
C 0.59791 0.63826 0.48514
H 3.74168 -0.02558 -0.91042
H 1.47671 0.07781 -1.68949
H 0.66173 -2.36340 0.12377
H -0.35899 -1.74802 -1.40413
H 1.28779 0.55702 1.44748
O 2.71754 -0.31208 -0.09771
F -1.02279 -0.80638 1.67468
F 0.38588 2.00111 0.31609
Cl -1.96493 0.20993 -0.75341
*
```

Values from the calculation:
- gap between HOMO and LUMO (Eh) = 0.36619
- LUMO level (eV) = -0.51
- maximum force (Eh/bohr) = 0.122
- energy relative to the best compared isomer or geometry (same formula, charge and spin) (kJ/mol) = 393.63